# 1
Molecular formula: C36H45As3BMoO4PTe
Method: DFT, ωB97M-V with the def2-TZVPD basis set

Values from the calculation:
**Charge**: +2
**HOMO (alpha / beta)**: -0.49196 / -0.49194 Eh
**Kohn-Sham gap (alpha / beta)**: 6.04 / 6.03 eV
**Energy relative to the best compared isomer or geometry (same formula, charge and spin)**: 1.3 kcal per mole

Last column: Löwdin charge in e.
Positions of all 92 atoms, in Å:
Mo1 0.108 0.562 -0.362  0.583
O1 1.592 1.927 -0.505  -0.423
C1 1.748 2.888 0.424  -0.597
O2 0.883 3.678 0.713  0.076
C2 3.038 2.679 1.134  -0.139
C3 4.171 3.467 1.090  0.009
C4 5.324 3.007 1.714  -0.037
C5 5.336 1.778 2.357  -0.042
C6 4.196 0.986 2.402  -0.055
C7 3.034 1.437 1.792  -0.253
P1 1.431 0.549 1.902  1.123
C8 0.798 1.132 3.495  -0.316
C9 1.527 0.856 4.654  -0.076
C10 1.088 1.344 5.873  -0.048
C11 -0.050 2.135 5.938  -0.047
C12 -0.748 2.449 4.781  -0.050
C13 -0.328 1.945 3.560  -0.088
C14 1.994 -1.170 2.021  -0.367
C15 2.639 -1.617 0.862  -0.115
C16 3.120 -2.910 0.776  -0.063
C17 2.945 -3.773 1.852  -0.045
C18 2.288 -3.343 2.994  -0.039
C19 1.808 -2.042 3.086  -0.064
H1 4.155 4.416 0.572  0.130
H2 6.223 3.607 1.685  0.120
H3 6.246 1.429 2.826  0.119
H4 4.225 0.026 2.902  0.114
H5 2.446 0.286 4.608  0.105
H6 1.647 1.117 6.771  0.118
H7 -0.383 2.521 6.892  0.118
H8 -1.615 3.094 4.825  0.117
H9 -0.872 2.193 2.659  0.069
H10 2.807 -0.917 0.039  0.107
H11 3.645 -3.249 -0.108  0.117
H12 3.330 -4.783 1.797  0.118
H13 2.148 -4.021 3.826  0.121
H14 1.277 -1.729 3.974  0.117
C20 0.251 -3.159 -1.445  -0.225
As1 -0.839 -1.552 -1.561  1.109
C21 -2.579 -2.269 -1.042  -0.212
C22 -0.962 -1.584 -3.539  -0.301
C23 -1.512 -0.348 -4.265  -0.662
C24 -1.904 -0.761 -5.691  -0.040
C25 -0.375 0.675 -4.419  -0.317
As2 0.613 1.212 -2.814  1.073
C26 2.425 0.717 -3.312  -0.240
C27 0.650 3.132 -3.073  -0.249
C28 -2.754 0.169 -3.499  -0.366
As3 -3.109 2.116 -3.330  1.027
C29 -3.439 2.619 -5.206  -0.276
C30 -4.989 1.976 -2.810  -0.304
H15 -0.250 -3.934 -2.024  0.056
H16 0.350 -3.477 -0.413  0.028
H17 1.239 -2.984 -1.867  0.037
H18 -2.424 -2.979 -0.233  0.047
H19 -3.010 -2.786 -1.897  0.053
H20 -3.263 -1.492 -0.709  0.046
H21 -1.602 -2.447 -3.732  0.094
H22 0.038 -1.827 -3.909  0.090
H23 -1.060 -1.226 -6.204  0.098
H24 -2.209 0.112 -6.269  0.086
H25 -2.730 -1.473 -5.685  0.097
H26 -0.751 1.595 -4.866  0.057
H27 0.372 0.268 -5.102  0.092
H28 2.639 1.121 -4.300  0.049
H29 2.544 -0.366 -3.342  0.033
H30 3.124 1.137 -2.591  0.035
H31 1.091 3.335 -4.048  0.054
H32 1.242 3.611 -2.299  0.034
H33 -0.364 3.525 -3.043  0.001
H34 -2.685 -0.132 -2.452  -0.029
H35 -3.653 -0.308 -3.895  0.091
H36 -2.522 2.775 -5.770  0.022
H37 -3.999 3.553 -5.202  0.035
H38 -4.041 1.848 -5.684  0.041
H39 -5.092 1.627 -1.783  0.018
H40 -5.535 1.311 -3.477  0.041
H41 -5.434 2.969 -2.877  0.037
O3 -0.683 -2.173 1.288  0.041
B1 -0.793 -0.802 1.112  -0.898
O4 -1.560 -0.263 2.134  0.056
C31 -1.870 -1.305 2.988  -0.183
C32 -2.574 -1.285 4.171  0.029
C33 -2.723 -2.507 4.817  -0.055
C34 -2.190 -3.682 4.293  -0.058
C35 -1.478 -3.691 3.098  0.016
C36 -1.336 -2.475 2.469  -0.203
H42 -2.983 -0.365 4.567  0.128
H43 -3.270 -2.545 5.749  0.116
H44 -2.334 -4.609 4.831  0.115
H45 -1.058 -4.600 2.687  0.128
Te1 -1.862 2.049 -0.346  0.891


# 2
Molecular formula: CH4NO3P
Method: DFT, ωB97M-V with the def2-TZVPD basis set

Values from the calculation:
**HOMO (alpha / beta)**: -0.24526 / -0.41188 Eh
**Kohn-Sham gap (alpha / beta)**: 7.02 / 7.76 eV
**Spin multiplicity**: 3
**Energy relative to the best compared isomer or geometry (same formula, charge and spin)**: 37.2 kcal per mole
**Expectation value of S²**: 2.01

Last column: natural (NBO) charge in e.
Positions of all 10 atoms, in Å:
C1 0.479 0.825 -0.410  -0.487
N1 0.644 1.614 0.511  -0.360
O1 1.696 -1.372 0.986  -1.029
O2 -1.657 -0.614 0.473  -0.996
O3 1.299 -1.749 -1.507  -1.019
P1 1.173 -0.986 -0.298  2.177
H1 0.117 1.051 -1.454  0.295
H2 -1.727 -1.193 1.268  0.509
H3 -2.403 -0.256 -0.002  0.499
H4 0.380 2.680 0.433  0.411


# 3
Molecular formula: C17H18F5NO8P2PtSTe
Method: DFT, ωB97M-V with the def2-TZVPD basis set

Values from the calculation:
**Charge**: -2
**HOMO (alpha / beta)**: -0.09484 / -0.12542 Eh
**Kohn-Sham gap (alpha / beta)**: 6.80 / 7.63 eV
**Spin multiplicity**: 3
**Energy relative to the best compared isomer or geometry (same formula, charge and spin)**: 59.7 kcal per mole
**Expectation value of S²**: 2.01

Last column: natural (NBO) charge in e.
Positions of all 54 atoms, in Å:
Pt1 0.668 -1.951 -0.098  1.146
O1 4.445 -0.935 1.254  -1.028
P1 3.277 -0.542 0.219  2.535
O2 3.630 0.651 -0.567  -1.152
O3 2.809 -1.784 -0.506  -1.159
O4 2.072 -0.100 1.276  -1.134
P2 1.779 -1.070 2.550  2.516
O5 0.420 -0.344 3.073  -0.996
O6 2.884 -0.918 3.533  -1.159
O7 1.408 -2.443 2.089  -1.118
H1 4.048 -1.087 2.128  0.516
H2 0.618 0.577 3.230  0.488
C1 1.948 3.408 -1.452  -0.615
C2 1.139 3.810 -0.209  -0.075
C3 1.972 3.510 1.049  -0.602
C4 0.852 5.316 -0.264  -0.601
C5 -0.140 2.990 -0.139  -0.008
C6 -1.418 3.552 -0.110  -0.226
C7 -2.558 2.774 -0.004  -0.221
C8 -2.418 1.407 0.126  -0.199
S1 -3.638 0.173 0.280  0.397
C9 -2.342 -1.014 0.413  0.406
N1 -1.147 -0.537 0.330  -0.548
C10 -1.141 0.818 0.122  0.123
C11 -0.019 1.610 -0.058  -0.153
C12 -2.064 -3.398 0.389  0.289
C13 -2.878 -4.520 0.493  -0.257
C14 -2.374 -5.762 0.164  -0.219
C15 -1.068 -5.870 -0.278  -0.216
C16 -0.277 -4.739 -0.387  -0.192
C17 -0.739 -3.470 -0.035  -0.431
H3 2.779 4.101 -1.594  0.188
H4 1.317 3.428 -2.340  0.205
H5 2.364 2.410 -1.338  0.269
H6 2.865 4.134 1.065  0.195
H7 2.294 2.473 1.052  0.249
H8 1.393 3.703 1.953  0.191
H9 1.792 5.865 -0.319  0.201
H10 0.318 5.648 0.625  0.197
H11 0.264 5.566 -1.145  0.202
H12 -1.551 4.620 -0.188  0.201
H13 -3.538 3.226 -0.024  0.204
H14 0.943 1.134 -0.126  0.243
H15 -3.907 -4.385 0.793  0.211
H16 -3.018 -6.630 0.217  0.196
H17 -0.671 -6.830 -0.574  0.197
H18 0.731 -4.828 -0.770  0.218
F1 -1.998 0.041 -2.538  -0.722
Te1 -1.817 -1.975 -2.107  2.533
F2 -1.892 -3.925 -2.745  -0.710
F3 0.154 -1.811 -2.689  -0.685
F4 -3.886 -1.976 -2.481  -0.730
F5 -1.925 -1.878 -4.044  -0.654
O8 -2.757 -2.222 0.704  -0.501


# 4
Molecular formula: BrH3NP
Method: DFT, ωB97M-V with the def2-TZVPD basis set

Values from the calculation:
**SMILES**: NPBr
**HOMO**: -0.33322 Eh
**Kohn-Sham gap**: 9.54 eV
**Energy relative to the best compared isomer or geometry (same formula, charge and spin)**: 16.3 kcal per mole

Last column: natural (NBO) charge in e.
Positions of all 6 atoms, in Å:
N1 -0.273 0.029 0.552  -1.218
P1 0.862 0.999 -0.159  0.756
Br1 2.851 -0.116 0.051  -0.283
H1 -0.159 -0.885 1.010  0.409
H2 -1.018 0.351 1.126  0.402
H3 0.742 0.308 -1.695  -0.066


# 5
Molecular formula: C2H8N2O2
Method: DFT, ωB97M-V with the def2-TZVPD basis set

Values from the calculation:
**SMILES**: NCNC=O.O
**HOMO**: -0.35570 Eh
**Kohn-Sham gap**: 10.27 eV
**Energy relative to the best compared isomer or geometry (same formula, charge and spin)**: 18.6 kcal per mole

Last column: natural (NBO) charge in e.
Positions of all 14 atoms, in Å:
N1 0.033 -1.698 -0.050  -0.849
C1 -0.730 -0.574 -0.646  -0.060
N2 -0.494 0.602 0.147  -0.640
C2 -1.215 0.870 1.265  0.526
O1 -2.293 0.372 1.513  -0.621
H1 -0.040 -2.529 -0.624  0.357
H2 -0.398 -1.855 0.853  0.360
H3 -1.792 -0.758 -0.719  0.193
H4 -0.282 -0.428 -1.619  0.179
H5 0.344 1.116 -0.098  0.428
H6 -0.700 1.567 1.946  0.113
O2 2.298 1.399 -0.497  -0.945
H7 2.674 0.624 -0.060  0.483
H8 2.595 1.291 -1.411  0.477


# 6
Molecular formula: C7H14NO
Method: DFT, ωB97M-V with the def2-TZVPD basis set

Values from the calculation:
**SMILES**: CC1=COC(C)(C)[N@H+]1C
**Charge**: +1
**HOMO**: -0.49595 Eh
**Kohn-Sham gap**: 10.55 eV
**Energy relative to the best compared isomer or geometry (same formula, charge and spin)**: 68.0 kcal per mole

Last column: natural (NBO) charge in e.
Positions of all 23 atoms, in Å:
C1 -2.194 0.450 -1.578  -0.654
C2 -1.236 -0.193 -0.626  0.047
C3 -1.152 -1.356 -0.086  0.151
O1 -0.079 -1.668 0.670  -0.494
C4 0.653 -0.466 0.985  0.558
C5 2.137 -0.731 0.749  -0.686
C6 0.019 0.158 2.236  -0.680
N1 0.042 0.519 -0.354  -0.420
C7 0.972 0.798 -1.418  -0.415
H1 -2.599 -0.305 -2.254  0.268
H2 -1.647 1.367 -1.953  0.229
H3 -2.993 0.898 -0.875  0.249
H4 -1.937 -1.995 -0.102  0.220
H5 2.751 0.091 1.156  0.246
H6 2.343 -0.819 -0.341  0.241
H7 2.350 -1.695 1.272  0.279
H8 -1.010 0.059 2.167  0.239
H9 0.351 1.252 2.267  0.232
H10 0.278 -0.471 3.144  0.276
H11 -0.274 1.462 0.054  0.421
H12 1.241 -0.162 -1.663  0.223
H13 0.383 1.232 -2.275  0.231
H14 1.604 1.573 -1.174  0.238


# 7
Molecular formula: CFNO2
Method: DFT, ωB97M-V with the def2-TZVPD basis set

Values from the calculation:
**HOMO (alpha / beta)**: -0.36877 / -0.36887 Eh
**Kohn-Sham gap (alpha / beta)**: 8.45 / 8.45 eV
**Energy relative to the best compared isomer or geometry (same formula, charge and spin)**: 136.3 kcal per mole

Last column: natural (NBO) charge in e.
Positions of all 5 atoms, in Å:
C1 -0.117 0.075 0.170  0.734
N1 0.937 0.639 0.330  -0.058
O1 -1.247 -0.152 -0.186  -0.084
O2 -1.329 -0.821 -1.327  -0.436
F1 1.973 0.170 1.078  -0.156


# 8
Molecular formula: CH5N3O
Method: DFT, ωB97M-V with the def2-TZVPD basis set

Values from the calculation:
**SMILES**: N/N=C/NO
**HOMO**: -0.30598 Eh
**Kohn-Sham gap**: 9.26 eV
**Energy relative to the best compared isomer or geometry (same formula, charge and spin)**: 97.9 kcal per mole

Last column: natural (NBO) charge in e.
Positions of all 10 atoms, in Å:
N1 1.380 0.638 1.277  -0.675
N2 0.130 0.384 0.688  -0.353
C1 0.174 -0.166 -0.452  0.195
N3 -0.853 -0.185 -1.346  -0.326
O1 -2.112 -0.533 -0.813  -0.554
H1 1.095 1.211 2.307  0.367
H2 1.956 -0.340 1.549  0.349
H3 1.055 -0.481 -0.955  0.151
H4 -0.710 -0.857 -2.118  0.362
H5 -2.116 0.329 -0.137  0.483


Number 1: energy -9109.075854 Eh. Number 2: energy -662.183483 Eh. Number 3: energy -3283.232248 Eh. Number 4: energy -2971.909879 Eh. Number 5: energy -341.000716 Eh. Number 6: energy -404.789133 Eh. Number 7: energy -342.891240 Eh. Number 8: energy -280.448561 Eh.